Computed, not measured: C52H52Cl6N10 as an isolated structure at a distorted geometry, with the ωB97M-V functional and the def2-TZVPD basis.

```
120
C52H52Cl6N10 | the OMol25 dataset | the ωB97M-V functional and the def2-TZVPD basis
N -1.351 -4.547 -1.646
C -2.357 -4.841 -2.480
C -2.478 -4.243 -3.727
C -1.540 -3.296 -4.088
C -0.501 -2.977 -3.237
C -0.503 -3.575 -1.965
H -2.990 -5.656 -2.154
H -3.264 -4.625 -4.366
H -1.566 -2.850 -5.075
H 0.251 -2.244 -3.492
H 0.296 -3.354 -1.268
N 4.302 5.728 2.921
C 3.648 6.838 3.274
C 2.267 6.980 3.206
C 1.525 5.841 2.929
C 2.178 4.666 2.640
C 3.567 4.640 2.665
H 4.252 7.638 3.686
H 1.813 7.930 3.447
H 0.443 5.894 2.958
H 1.655 3.794 2.263
H 4.121 3.762 2.358
N -2.712 -1.083 -0.514
C -1.926 -2.131 -0.776
C -2.198 -3.398 -0.249
C -3.341 -3.617 0.483
C -4.151 -2.520 0.767
C -3.812 -1.299 0.200
H -1.007 -1.967 -1.327
H -1.508 -4.218 -0.409
H -3.570 -4.612 0.840
H -5.008 -2.614 1.419
H -4.537 -0.503 0.345
N 3.852 -3.045 -1.745
C 4.541 -2.121 -2.430
C 4.575 -2.043 -3.796
C 3.749 -2.924 -4.486
C 3.027 -3.876 -3.788
C 3.103 -3.936 -2.402
H 5.120 -1.442 -1.814
H 5.170 -1.314 -4.327
H 3.686 -2.973 -5.565
H 2.436 -4.518 -4.430
H 2.620 -4.712 -1.822
N 3.145 2.890 -3.972
C 2.885 2.063 -2.953
C 2.656 2.527 -1.664
C 2.535 3.884 -1.483
C 2.632 4.767 -2.564
C 2.986 4.196 -3.773
H 3.055 1.008 -3.132
H 2.491 1.858 -0.829
H 2.264 4.312 -0.524
H 2.459 5.829 -2.481
H 3.135 4.834 -4.639
N 0.695 -4.869 3.660
C 0.528 -4.013 2.635
C 0.708 -2.644 2.715
C 1.179 -2.167 3.919
C 1.387 -3.000 5.011
C 1.043 -4.340 4.826
H 0.071 -4.481 1.768
H 0.385 -2.037 1.887
H 1.338 -1.109 4.113
H 1.611 -2.609 5.992
H 1.184 -5.017 5.664
N 0.931 -0.632 -0.831
C -0.076 0.229 -0.641
C -0.216 0.996 0.503
C 0.767 0.905 1.457
C 1.792 -0.023 1.295
C 1.801 -0.828 0.166
H -0.810 0.331 -1.432
H -0.960 1.785 0.533
H 0.778 1.484 2.374
H 2.569 -0.147 2.035
H 2.613 -1.524 0.000
N -2.623 2.972 -0.359
C -3.622 3.809 -0.084
C -4.872 3.705 -0.689
C -5.118 2.632 -1.516
C -4.028 1.845 -1.908
C -2.811 1.998 -1.274
H -3.325 4.569 0.628
H -5.670 4.354 -0.352
H -6.089 2.443 -1.951
H -4.142 1.178 -2.754
H -1.949 1.360 -1.396
N -0.262 1.769 4.585
C -0.927 2.533 3.717
C -1.964 2.046 2.929
C -2.333 0.722 3.040
C -1.735 -0.039 4.046
C -0.715 0.517 4.784
H -0.579 3.551 3.589
H -2.499 2.715 2.271
H -3.039 0.325 2.324
H -1.984 -1.086 4.162
H -0.086 -0.047 5.462
N -5.126 0.361 -5.798
C -4.449 1.342 -5.205
C -3.812 1.252 -3.984
C -3.818 0.037 -3.322
C -4.550 -0.996 -3.885
C -5.152 -0.807 -5.127
H -4.442 2.281 -5.751
H -3.305 2.111 -3.563
H -3.399 -0.062 -2.328
H -4.687 -1.916 -3.333
H -5.708 -1.605 -5.602
C 4.468 -3.913 1.314
Cl 4.308 -2.263 1.909
Cl 4.243 -5.053 2.682
Cl 6.074 -4.205 0.617
H 3.718 -4.117 0.562
C 2.801 1.766 5.771
Cl 2.691 0.251 6.661
Cl 3.246 1.489 4.086
Cl 3.990 2.805 6.573
H 1.846 2.277 5.808
```

The calculation puts the HOMO energy at -8.1 eV. The relative energy (zero: lowest compared OMol25 entry of this formula, charge and spin) comes out at 5.9111 eV. As for the gap between HOMO and LUMO: 8.34 eV. As for the total energy: -144791.79394 eV.

---

Computed, not measured: C21H20Cl5OTi as an isolated structure at a distorted geometry, with the ωB97M-V functional and the def2-TZVPD basis.

```
48
C21H20Cl5OTi | the OMol25 dataset | the ωB97M-V functional and the def2-TZVPD basis
Ti 0.000 0.000 0.000
C 1.817 0.198 1.481
C 2.291 -0.634 0.443
C 2.330 0.119 -0.737
H 2.513 -1.681 0.537
C 1.872 1.420 -0.454
C 1.586 1.474 0.928
H 1.244 2.338 1.469
H 1.658 -0.098 2.503
H 2.610 -0.253 -1.707
H 1.778 2.232 -1.156
C -2.152 0.078 1.087
C -1.454 1.231 1.472
C -1.235 2.015 0.314
H -1.123 1.465 2.470
C -1.781 1.334 -0.786
C -2.342 0.125 -0.306
H -2.787 -0.653 -0.899
H -2.412 -0.745 1.726
H -0.730 2.964 0.275
H -1.792 1.693 -1.800
O -0.084 -0.984 -1.998
C -0.199 -0.626 -3.439
C 0.491 -1.949 -3.806
C 0.550 0.637 -3.765
C -1.652 -0.570 -3.846
C 0.405 -2.318 -2.332
H 1.506 -1.819 -4.172
H -0.063 -2.585 -4.490
H -0.331 -3.068 -2.062
H 1.336 -2.535 -1.819
H 0.536 0.803 -4.842
H 1.586 0.582 -3.444
H 0.090 1.497 -3.284
H -1.749 -0.848 -4.895
H -2.068 0.425 -3.722
H -2.244 -1.265 -3.254
Cl -1.274 -3.287 0.061
C -0.724 -2.902 1.632
C -0.268 -1.591 1.932
C -0.171 -1.332 3.382
Cl 0.081 0.246 4.190
C -0.341 -2.371 4.333
Cl -0.174 -2.068 6.076
C -0.668 -3.659 3.934
Cl -0.889 -4.941 5.134
C -0.896 -3.917 2.592
Cl -1.445 -5.535 2.118
```

The multiplicity is 2. As for the charge: -2. The calculation puts the HOMO energy (spin up / spin down) at 2.7 / 0.6 eV. As for the gap between HOMO and LUMO (spin up / spin down): 1.36 / 3.47 eV. As for the total energy: -109872.51505 eV.

---

Computed, not measured: a 2-piece molecular cluster, C2H3NO2 overall at a distorted geometry, with the ωB97M-V functional and the def2-TZVPD basis.

```
8
C2H3NO2 | the OMol25 dataset | the ωB97M-V functional and the def2-TZVPD basis
C 0.220 0.182 -0.433
C -0.881 0.251 0.552
N -2.791 -0.094 -0.604
O -3.732 -0.127 0.058
O -0.299 1.428 0.108
H 1.268 -0.152 -0.318
H 0.038 -0.102 -1.535
H -1.011 -0.095 1.504
```

The calculation puts the HOMO energy (spin up / spin down) at -7.9 / -8.2 eV. The relative energy (zero: lowest compared OMol25 entry of this formula, charge and spin) comes out at 6.2826 eV. As for the gap between HOMO and LUMO (spin up / spin down): 8.12 / 8.18 eV. As for the total energy: -7701.56031 eV.

---

Computed, not measured: a 4-piece molecular cluster, C19H21BrF4N3O11P overall at a distorted geometry, with the ωB97M-V functional and the def2-TZVPD basis.

```
60
C19H21BrF4N3O11P | the OMol25 dataset | the ωB97M-V functional and the def2-TZVPD basis
C 0.343 3.523 0.422
C 0.466 2.583 -0.795
C 1.805 1.861 -0.935
F 2.381 2.282 -2.133
C 1.783 0.280 -0.923
C 0.544 -0.169 -1.566
N -0.460 -0.482 -2.021
C 2.940 -0.181 -1.862
C 3.203 -1.688 -1.873
C 1.944 -0.175 0.574
C 3.381 -0.112 0.899
N 4.502 -0.106 1.146
N 1.275 0.807 1.428
C 0.566 0.571 2.396
O -0.232 0.589 3.238
P 1.484 -1.867 1.416
O 2.433 -3.007 0.759
Br -0.453 -2.483 0.585
H -0.052 2.963 1.270
H 1.298 3.967 0.703
H -0.399 4.287 0.201
H -0.393 1.914 -0.782
H 0.354 3.206 -1.685
H 2.499 2.206 -0.164
H 3.851 0.370 -1.637
H 2.590 0.074 -2.860
H 2.274 -2.245 -1.731
H 3.587 -1.986 -2.846
H 3.889 -2.006 -1.091
H 3.366 -2.774 0.882
O -6.399 0.341 4.181
C -5.287 0.596 4.492
O -4.178 0.178 3.838
C -3.037 0.814 4.422
C -3.553 1.164 5.803
F -3.017 2.313 6.279
O -4.934 1.355 5.570
H -2.791 1.714 3.857
H -2.186 0.144 4.430
H -3.422 0.380 6.551
O 4.689 -3.988 -4.065
C 3.827 -4.728 -3.733
O 2.989 -4.523 -2.687
C 1.997 -5.551 -2.698
C 2.690 -6.647 -3.480
F 1.827 -7.382 -4.217
O 3.537 -5.911 -4.340
H 1.109 -5.197 -3.224
H 1.733 -5.834 -1.683
H 3.298 -7.323 -2.875
O -3.711 2.801 -3.302
C -3.839 3.120 -2.173
O -5.019 3.238 -1.517
C -4.752 3.503 -0.140
C -3.355 4.087 -0.203
F -2.611 3.778 0.890
O -2.808 3.442 -1.331
H -4.754 2.567 0.421
H -5.494 4.181 0.270
H -3.318 5.168 -0.354
```

The calculation puts the HOMO energy at -10.0 eV. The SMILES is CC[C@H](F)[C@@](C#N)(CC)[C@@](C#N)(N=C=O)P(O)Br.O=C1OC[C@@H](F)O1.O=C1OC[C@@H](F)O1.O=C1OC[C@@H](F)O1. As for the gap between HOMO and LUMO: 9.74 eV. As for the total energy: -137237.30740 eV.

---

Computed, not measured: one molecule with the formula C5H7ClS at a distorted geometry, with the ωB97M-V functional and the def2-TZVPD basis.

```
14
C5H7ClS | the OMol25 dataset | the ωB97M-V functional and the def2-TZVPD basis
C -0.451 -1.835 -0.680
C -0.069 -0.479 -0.116
C 1.130 -0.339 0.817
C -0.715 0.649 -0.465
C -0.399 2.381 0.200
S 0.954 3.190 0.560
Cl -1.975 3.039 0.422
H -1.058 -2.478 0.085
H -0.931 -1.745 -1.565
H 0.452 -2.340 -0.909
H 1.041 -0.749 1.773
H 1.886 -0.870 0.261
H 1.474 0.660 0.820
H -1.338 0.915 -1.205
```

The calculation puts the HOMO energy at -8.9 eV. The relative energy (zero: lowest compared OMol25 entry of this formula, charge and spin) comes out at 2.3232 eV. The SMILES is CC(C)=CC(=S)Cl. As for the gap between HOMO and LUMO: 8.51 eV. As for the total energy: -28653.26914 eV.

---

Computed, not measured: a 2-piece molecular cluster, C4H11NO overall at a distorted geometry, with the ωB97M-V functional and the def2-TZVPD basis.

```
17
C4H11NO | the OMol25 dataset | the ωB97M-V functional and the def2-TZVPD basis
C 0.854 1.059 2.020
C 0.472 0.334 0.752
C 0.055 -0.934 0.728
N -0.426 -1.495 -0.555
C 0.566 -1.398 -1.634
H 0.564 2.106 1.890
H 1.935 1.141 2.189
H 0.331 0.733 2.920
H 0.754 0.780 -0.195
H 0.415 -1.740 1.359
H -0.526 -2.470 -0.291
H 0.693 -0.373 -1.981
H 0.266 -2.058 -2.434
H 1.582 -1.677 -1.317
O -2.753 2.127 -1.447
H -2.304 2.621 -0.760
H -2.478 1.242 -1.244
```

The calculation puts the HOMO energy at -8.6 eV. The relative energy (zero: lowest compared OMol25 entry of this formula, charge and spin) comes out at 2.3292 eV. The SMILES is C/C=C/NC.O. As for the gap between HOMO and LUMO: 9.50 eV. As for the total energy: -7862.22434 eV.

---

Computed, not measured: one molecule with the formula C3H3F3N2O3 at a distorted geometry, with the ωB97M-V functional and the def2-TZVPD basis.

```
14
C3H3F3N2O3 | the OMol25 dataset | the ωB97M-V functional and the def2-TZVPD basis
C 2.700 -0.188 -0.091
O 1.335 -0.332 0.287
C 0.529 0.683 0.149
F 1.128 1.846 -0.367
N -0.708 0.677 0.306
C -2.190 0.364 0.354
F -2.745 1.233 -0.461
F -2.701 0.549 1.536
N -2.211 -1.084 -0.149
O -2.004 -1.156 -1.358
O -2.384 -1.954 0.659
H 3.530 0.450 0.454
H 2.671 0.189 -1.182
H 3.050 -1.277 -0.139
```

The calculation puts the HOMO energy at -10.6 eV. The relative energy (zero: lowest compared OMol25 entry of this formula, charge and spin) comes out at 0.3708 eV. The SMILES is CO/C(F)=N\C(F)(F)[N+](=O)[O-]. As for the gap between HOMO and LUMO: 10.19 eV. As for the total energy: -20429.43009 eV.

---

Computed, not measured: a 2-piece molecular cluster, C4H12 overall at a distorted geometry, with the ωB97M-V functional and the def2-TZVPD basis.

```
16
C4H12 | the OMol25 dataset | the ωB97M-V functional and the def2-TZVPD basis
C -0.335 -2.227 0.714
C 0.493 -1.443 1.673
H -0.525 -3.280 1.009
H -1.404 -1.983 0.875
H -0.170 -2.131 -0.373
H 1.592 -1.389 1.588
H 0.322 -0.379 1.697
H 0.428 -1.909 2.679
C -0.503 1.997 -0.640
C 0.395 1.653 -1.815
H -1.574 2.001 -0.842
H -0.450 1.205 0.118
H -0.180 3.006 -0.276
H 1.404 1.314 -1.554
H 0.673 2.566 -2.355
H -0.168 0.998 -2.498
```

The calculation puts the HOMO energy at -11.1 eV. The relative energy (zero: lowest compared OMol25 entry of this formula, charge and spin) comes out at 0.7408 eV. The SMILES is CC.CC. As for the gap between HOMO and LUMO: 12.26 eV. As for the total energy: -4341.78744 eV.